A 14-piece molecular cluster, C24H81O29P5 overall in a non-equilibrium geometry, computed with wB97M-V/def2-TZVPD.

As for the LUMO energy: -0.0026 Ha. As for the HOMO energy: -9.819 eV. The frontier orbital gap is 9.75 eV.

Last column: Mulliken charge in e.
CARTESIAN COORDINATES (ANGSTROEM)
C1 -2.59 -2.74 4.57  -0.787
H1 4.40 -4.59 -0.45  0.482
H2 -0.56 0.09 5.00  0.382
H3 2.33 -7.07 0.60  0.294
H4 -4.90 1.52 2.15  0.038
C2 1.22 -1.93 2.21  -0.470
O1 0.35 -0.22 -4.48  -0.438
H5 -0.99 -2.29 -2.40  0.082
C3 -6.42 1.99 -5.25  -0.774
C4 6.63 -1.23 -3.20  -0.845
O2 -5.64 3.34 2.61  -0.568
C5 0.73 4.78 -3.94  -0.909
H6 -0.35 -4.19 3.89  -0.097
H7 5.39 5.57 -2.83  0.283
O3 -5.49 -2.77 3.87  -0.361
H8 3.49 -3.33 0.42  0.231
H9 -6.16 2.38 -6.23  0.286
H10 6.92 -1.05 2.21  0.278
O4 5.24 -1.56 -3.08  0.026
O5 1.65 -4.55 4.35  -0.554
O6 -0.95 -0.33 0.77  0.100
H11 3.34 1.27 1.10  -0.268
H12 -3.32 -2.62 5.37  0.435
O7 -5.27 1.96 -4.41  -0.284
C6 3.52 1.34 -3.36  -0.176
O8 2.64 -5.43 1.77  -0.398
O9 0.96 0.72 -0.50  0.874
H13 0.98 1.37 -5.72  0.409
H14 -1.69 1.55 1.36  0.323
C7 1.80 -6.50 1.36  -0.685
C8 -5.83 0.03 4.71  -0.919
H15 3.74 2.44 -0.21  -0.414
H16 5.07 -2.24 2.91  0.276
H17 1.20 5.64 -4.43  0.398
H18 0.21 5.19 -3.07  0.261
H19 2.85 -1.50 -1.52  0.002
P1 4.83 -2.95 -2.48  0.469
H20 -6.82 0.98 -5.35  0.267
H21 1.81 3.37 1.79  0.016
O10 -0.94 1.92 4.06  -0.631
H22 2.62 5.63 1.54  0.288
O11 3.92 2.74 -3.36  -0.153
H23 -2.21 0.74 5.11  0.299
H24 2.05 -1.39 -3.14  -0.040
H25 0.34 -1.65 2.79  0.015
H26 1.52 -2.55 -1.97  0.138
H27 5.32 0.19 0.50  0.256
C9 -2.69 2.60 -3.15  -0.705
C10 -4.52 2.46 2.54  -0.491
C11 0.70 2.07 -0.88  -0.084
H28 1.62 2.65 -0.81  -0.148
C12 0.19 1.07 -5.03  -0.275
H29 -1.65 0.03 3.58  -0.182
H30 -5.39 4.10 3.14  0.306
C13 -5.55 -4.11 3.36  -0.755
C14 5.09 -1.15 2.86  -0.209
H31 -4.88 -4.73 3.96  0.262
O12 -4.59 -0.54 4.28  -0.040
H32 -3.76 2.87 1.86  0.386
H33 4.11 -0.80 2.53  -0.238
H34 0.15 -5.90 4.08  0.312
H35 -1.79 -2.21 -0.78  0.060
H36 0.85 -6.15 0.94  0.253
H37 0.32 2.04 -1.90  -0.139
H38 -6.57 -4.45 3.47  0.274
O13 4.97 0.81 -0.15  -0.427
H39 -6.15 1.00 -0.70  0.136
C15 -2.01 0.63 0.85  -0.617
O14 -2.60 -3.62 -2.09  -0.581
H40 7.03 -0.93 -2.23  0.280
H41 1.79 -3.69 4.75  0.274
H42 5.24 -0.72 3.85  0.414
H43 -6.03 -0.36 5.70  0.295
H44 0.21 1.83 -4.24  -0.345
O15 -3.09 -2.25 3.32  0.096
H45 -6.65 -0.20 4.03  0.374
P2 3.10 3.72 -4.26  0.363
H46 -0.78 -3.55 -1.18  0.150
H47 6.72 -0.40 -3.90  0.255
P3 -5.24 2.92 -3.14  0.637
C16 4.45 -3.61 0.01  -0.826
H48 2.13 -1.81 2.81  0.148
O16 -5.31 4.34 -3.44  -0.763
H49 -5.65 0.43 -2.28  0.311
C17 0.26 -4.89 4.45  -0.288
H50 2.59 1.23 -2.82  -0.125
O17 -4.90 -1.26 1.85  -0.673
H51 0.51 4.59 1.70  0.266
H52 -0.03 2.57 -0.24  0.261
H53 0.81 -0.77 -5.12  0.274
O18 3.30 -3.04 -2.86  -0.438
H54 -2.87 3.05 -4.13  0.514
H55 -0.26 1.81 3.39  0.370
H56 2.28 -5.04 2.58  0.278
H57 -2.90 0.21 1.32  -0.137
O19 2.98 3.34 -5.67  -0.781
H58 3.94 6.46 -2.45  0.272
H59 -2.24 1.61 -3.29  0.272
O20 2.39 5.28 2.41  -0.563
O21 0.69 1.17 1.99  -0.766
O22 4.86 -2.60 -0.93  0.123
O23 1.34 -1.14 1.01  0.635
H60 -7.37 0.62 -1.94  0.304
H61 -0.02 4.33 -4.59  0.254
C18 2.41 -2.05 -2.35  0.265
H62 -5.27 -4.17 2.31  0.336
O24 5.61 -4.09 -2.90  -0.805
H63 -4.07 2.29 3.52  0.286
C19 1.40 4.27 2.26  -0.236
H64 1.09 3.97 3.26  0.222
H65 -3.18 -3.06 -2.60  0.302
H66 7.21 -2.08 -3.55  0.392
H67 5.16 -3.67 0.83  0.328
H68 -1.67 -2.20 4.80  0.298
H69 -7.22 2.63 -4.86  0.337
H70 4.07 4.75 -1.99  0.032
P4 0.53 0.19 0.91  -0.332
C20 -1.50 -2.86 -1.62  -0.024
O25 3.76 5.14 -4.02  -0.390
H71 -1.97 3.20 -2.59  0.203
O26 -6.37 2.40 -2.19  -0.341
H72 1.53 -7.16 2.19  0.278
H73 1.18 -2.97 1.90  0.228
O27 -3.91 2.44 -2.45  0.130
H74 3.42 1.01 -4.39  0.508
H75 4.75 2.30 1.25  0.528
O28 6.08 -0.67 1.94  -0.555
O29 1.69 3.82 -3.52  0.552
H76 -2.33 -3.79 4.44  0.220
C21 -6.39 1.04 -1.76  -0.550
H77 4.31 0.80 -2.84  -0.049
H78 -0.06 -4.88 5.50  0.365
C22 4.31 5.48 -2.75  -0.389
H79 -5.76 1.12 4.69  0.283
C23 4.15 1.74 0.52  0.386
H80 -2.31 0.94 -0.16  0.242
H81 -0.79 1.19 -5.50  0.345
P5 -4.55 -1.69 3.20  0.665
C24 -1.35 0.62 4.45  -0.315

***

C25H10BaF3N6S2Se as an isolated structure, computed with wB97M-V/def2-TZVPD.

As for the LUMO energy: 0.0044 Ha. As for the HOMO energy: -3.804 eV. The frontier orbital gap is 3.92 eV. As for the total charge: -1.

Last column: Mulliken charge in e.
CARTESIAN COORDINATES (ANGSTROEM)
C1 -2.95 -1.91 -0.03  -0.418
N1 -5.96 -4.00 0.11  -0.834
H1 -0.81 -0.54 6.36  0.427
H2 -5.44 0.97 0.14  0.413
Se1 -5.96 -5.78 0.12  0.220
C2 -1.92 -3.00 -0.06  -0.457
N2 -2.50 -0.65 -0.04  -0.298
C3 0.47 3.09 6.53  -0.530
C4 0.01 2.46 7.68  0.255
C5 -0.01 1.09 5.24  0.734
S1 3.21 0.44 -0.33  -0.581
H3 -2.99 1.35 0.01  0.459
H4 -1.60 -6.36 -0.01  0.505
C6 2.88 4.51 -0.88  -0.095
C7 -0.46 0.48 6.42  -0.693
C8 -3.39 0.34 0.01  -0.394
N3 5.84 2.84 -1.25  -0.512
C9 -0.01 -0.15 2.89  -0.115
N4 -4.18 -5.89 0.06  -0.837
H5 -0.80 0.67 8.52  0.385
C10 4.75 2.56 -0.97  -0.103
C11 -4.30 -2.21 0.04  0.964
H6 0.82 2.89 4.42  0.510
C12 0.30 -3.57 -0.11  -0.352
F1 -1.15 3.96 9.11  -0.260
F2 1.01 4.08 9.09  -0.268
H7 0.84 4.11 6.57  0.388
C13 -2.29 -4.34 -0.03  1.000
H8 0.82 -5.65 -0.09  0.415
C14 -5.22 -1.16 0.10  -0.666
Ba1 0.26 0.04 0.28  1.241
N5 3.18 5.59 -1.13  -0.516
C15 -4.72 -3.62 0.06  0.818
S2 0.73 3.02 -0.20  -0.586
C16 -4.76 0.13 0.09  -0.662
C17 -0.45 1.16 7.62  -0.474
N6 -0.63 -2.63 -0.11  -0.295
C18 -0.01 0.40 3.99  -1.146
C19 -1.30 -5.32 -0.04  -0.651
C20 -3.73 -4.67 0.03  0.807
H9 1.33 -3.23 -0.14  0.422
C21 0.46 2.41 5.32  -0.658
H10 -6.28 -1.40 0.16  0.507
C22 0.01 -4.93 -0.08  -0.655
C23 -0.02 3.22 8.97  0.937
F3 0.02 2.41 10.05  -0.276
C24 3.39 2.17 -0.63  0.478
C25 2.45 3.15 -0.58  0.448

***

C25H12F5IrN3O3S3 as an isolated structure in a non-equilibrium geometry, computed with wB97M-V/def2-TZVPD.

As for the LUMO energy (spin up / spin down): -0.0324 / -0.1180 Ha. The energy relative to the best compared isomer or geometry (same formula, charge and spin) comes out at 0.0000 eV. As for the HOMO energy (spin up / spin down): -8.201 / -8.745 eV. The frontier orbital gap (spin up / spin down) is 7.32 / 5.53 eV. The spin multiplicity is 6.

Last column: Mulliken charge in e.
CARTESIAN COORDINATES (ANGSTROEM)
H1 2.38 -3.76 -3.00  0.363
C1 -1.88 4.63 -0.97  -0.053
C2 0.32 4.26 0.00  0.333
F1 -0.02 7.82 -0.66  -0.290
C3 2.34 -0.60 3.57  -1.040
F2 -3.03 4.22 -1.49  -0.270
O1 -0.86 -0.30 1.91  -0.781
C4 -0.91 3.72 -0.45  0.235
O2 1.13 -0.28 0.00  -0.819
C5 1.65 -3.92 -2.21  -0.659
C6 -0.34 6.49 -0.61  0.452
S1 -1.60 -4.39 0.80  -0.224
H2 -1.50 -1.10 4.21  0.334
C7 -4.62 0.12 -2.91  -0.294
H3 4.40 -0.57 4.09  0.313
Ir1 -0.77 0.50 -0.37  2.629
C8 3.64 -0.64 3.31  -0.795
S2 -0.62 0.42 -2.84  -0.379
N1 -2.93 0.81 -5.79  -0.381
H4 -0.27 0.06 4.86  0.416
C9 -0.14 -3.10 -0.91  -0.282
N2 -5.65 -0.19 -3.30  -0.394
C10 -0.46 -0.82 4.23  -1.813
H5 0.56 -6.43 -0.20  0.388
H6 -2.71 -2.26 0.94  0.348
F3 1.77 6.06 0.43  -0.298
C11 -0.03 -0.48 2.80  1.186
C12 -3.30 0.30 -2.40  0.784
C13 1.40 -0.51 2.46  0.476
H7 0.15 -1.66 4.58  0.476
C14 1.58 -5.20 -1.61  -0.597
H8 2.28 -5.97 -1.89  0.416
C15 0.82 -2.89 -1.88  -0.283
C16 -2.26 0.43 -3.34  0.716
S3 -3.19 0.03 -0.75  -0.371
H9 3.69 -0.35 -0.07  0.456
C17 0.57 -5.45 -0.66  -0.495
F4 1.26 3.35 0.34  -0.207
O3 -1.13 2.42 -0.44  -0.764
C18 -1.56 6.00 -1.07  0.352
N3 -1.06 -2.17 -0.44  0.198
H10 5.22 -0.49 1.83  0.405
H11 1.96 -0.70 4.55  0.456
C19 3.32 -0.51 0.91  -0.731
C20 1.86 -0.44 1.11  0.657
C21 4.15 -0.55 1.97  -0.498
F5 -2.37 6.96 -1.51  -0.288
C22 -1.89 -2.74 0.38  -0.236
C23 -0.28 -4.39 -0.34  0.822
C24 -2.60 0.61 -4.71  -0.097
C25 0.60 5.60 -0.05  -0.076
H12 0.93 -1.94 -2.40  0.204